[1]
Here is 7 unconnected molecules or ions with the total composition C12H36NO9 in a non-equilibrium geometry from the OMol25 dataset. Energies are from ωB97M-V/def2-TZVPD.

```
58
C12H36NO9 (ωB97M-V/def2-TZVPD)
N -0.68 -0.74 0.10
O -0.66 -0.49 1.32
O -1.68 -0.67 -0.51
O 0.34 -0.98 -0.55
C 0.39 4.00 -1.39
C 0.02 2.68 -0.80
O -0.75 1.86 -1.65
H -0.49 4.41 -1.98
H 1.19 4.00 -2.07
H 0.72 4.88 -0.81
H -0.58 2.86 0.24
H 0.81 2.13 -0.17
H -0.94 0.95 -1.10
C -1.46 -2.83 -4.84
C -1.37 -2.32 -3.46
O -0.04 -1.98 -3.05
H -2.55 -2.90 -4.93
H -0.89 -3.87 -5.15
H -1.29 -1.92 -5.47
H -1.54 -3.03 -2.70
H -2.06 -1.67 -3.12
H 0.17 -1.64 -2.08
C 3.79 0.10 2.75
C 2.75 0.21 1.66
O 1.66 0.94 2.11
H 4.59 -0.15 2.13
H 3.56 -0.50 3.33
H 3.86 1.13 3.05
H 2.37 -0.66 0.98
H 3.20 0.96 0.98
H 0.93 0.50 2.02
C 4.47 1.11 -3.06
C 3.10 0.58 -2.72
O 3.12 -0.29 -1.63
H 4.33 1.87 -3.78
H 5.13 0.32 -3.57
H 5.07 1.52 -2.31
H 2.75 0.03 -3.55
H 2.40 1.42 -2.46
H 2.41 -0.64 -1.55
C -4.58 -2.94 -0.06
C -4.75 -1.70 0.89
O -3.54 -1.50 1.57
H -5.48 -2.81 -0.63
H -4.80 -3.97 0.40
H -3.76 -2.94 -0.70
H -5.54 -1.71 1.46
H -5.02 -0.75 0.31
H -2.87 -1.19 0.99
C -0.44 1.14 6.03
C -0.54 0.96 4.54
O -1.88 0.76 3.97
H 0.55 1.32 6.55
H -0.87 0.35 6.49
H -0.94 1.85 6.51
H -0.14 -0.02 4.35
H 0.25 1.50 4.07
H -1.85 0.47 3.04
```

Calculated values
LUMO = 3.118 eV
Total energy = -1210.34391 Eh
Energy above the lowest of the compared OMol25 structures with the same formula, charge and spin = 7.2209 eV
Total charge = -1
Maximum force = 15.3 eV/A



[2]
Here is 3 unconnected molecules or ions with the total composition C5H14N2 in a non-equilibrium geometry from the OMol25 dataset. Energies are from ωB97M-V/def2-TZVPD.

```
21
C5H14N2 (ωB97M-V/def2-TZVPD)
C -0.13 -0.10 0.56
C 1.13 -0.56 -1.65
C -0.26 -1.46 1.17
C -2.60 0.77 0.97
C 1.99 0.64 -1.82
N -0.73 0.33 -0.53
N 0.68 0.76 1.20
H -1.33 -0.39 -0.91
H 1.12 0.51 2.07
H 0.71 1.72 0.90
H 0.49 -0.84 -2.48
H 1.55 -1.42 -1.13
H -0.93 -1.39 2.04
H 0.70 -1.85 1.50
H -0.70 -2.16 0.46
H -2.25 1.03 1.97
H -3.26 -0.09 0.94
H -2.89 1.61 0.36
H 2.45 0.94 -0.88
H 1.42 1.48 -2.20
H 2.82 0.46 -2.53
```

Calculated values
LUMO (spin up / spin down) = 0.880 / 0.877 eV
Total energy = -308.23473 Eh
Energy above the lowest of the compared OMol25 structures with the same formula, charge and spin = 5.1246 eV
Total charge = 0
Maximum force = 1.6 eV/A